(1)
A structure of composition C22H23F4MnN4O3S2, computed with ωB97M-V with the def2-TZVPD basis set.

The geometry in XYZ format:
```
59
Properties=species:S:1:pos:R:3
Mn 1.4532 1.6381 -0.1529
C 3.9148 3.6231 0.7941
S 3.4182 1.9675 1.3297
C 4.7545 0.9751 0.6338
H 3.8824 3.7163 -0.2898
H 4.9230 3.8065 1.1590
H 3.2284 4.3317 1.2510
H 5.6838 1.2639 1.1200
H 4.8328 1.1214 -0.4419
H 4.5419 -0.0681 0.8574
C -1.2681 1.6093 -2.4483
O 0.1041 1.6389 -2.9548
C 1.0431 1.7489 -2.0798
O 2.2337 1.8854 -2.2409
H -1.5169 2.5896 -2.0494
H -1.3554 0.8339 -1.6909
H -1.8802 1.3781 -3.3126
F -0.8400 1.0422 1.1871
C -2.1741 1.2810 1.3623
C -2.9546 0.1725 1.5490
F -2.3420 -1.0177 1.4991
C -4.3389 0.2598 1.7759
C -4.8321 1.5828 1.7985
C -4.0352 2.6867 1.5903
F -4.6202 3.8829 1.6124
C -2.6571 2.5945 1.3472
C -1.8199 3.7472 1.0801
C -0.5318 3.5612 0.6585
N 0.5586 3.3414 0.2851
C -2.2385 5.1089 1.1671
N -2.4998 6.2272 1.2139
F -6.1221 1.7959 2.0225
C -5.1599 -0.8915 1.9607
C -4.6137 -2.2024 2.0275
N -4.1892 -3.2712 2.0895
C -6.5728 -0.8309 2.0663
N -7.7231 -0.8247 2.1204
C -0.7910 -4.3883 -0.9824
C -0.5172 -3.6792 0.3368
C 0.7675 -2.8558 0.3251
S 0.6460 -1.5086 -0.8679
O 1.2561 -0.3093 -0.1090
C 1.8251 -1.9469 -2.1578
C 3.2997 -1.6888 -1.8439
C 4.0398 -2.8608 -1.2085
H -1.7137 -4.9620 -0.9249
H 0.0148 -5.0801 -1.2364
H -0.9106 -3.6863 -1.8128
H -0.4093 -4.4158 1.1347
H -1.3574 -3.0403 0.6154
H 1.6394 -3.4609 0.0842
H 0.9384 -2.3356 1.2683
H 1.4909 -1.3785 -3.0271
H 1.6080 -3.0004 -2.3534
H 3.3855 -0.8024 -1.2082
H 3.7740 -1.4186 -2.7885
H 3.7012 -3.0655 -0.1927
H 5.1067 -2.6498 -1.1524
H 3.9191 -3.7720 -1.7953
```

Values from the calculation:
HOMO energy (spin up / spin down), eV: -10.33 / -11.04
Net charge: +1
Frontier orbital gap (spin up / spin down), Eh: 0.195 / 0.223
E_LUMO (spin up / spin down), eV: -5.02 / -4.97
Spin multiplicity: 6
F_max, Eh/bohr: 0.0085
<S²>: 9.1277

(2)
A cluster of 2 separate species, C2H9N2 in total in a non-equilibrium geometry, computed with ωB97M-V with the def2-TZVPD basis set.

The geometry in XYZ format:
```
13
Properties=species:S:1:pos:R:3
N 3.0231 1.1865 0.2526
C -1.9475 -1.3487 -0.0492
C -1.1885 0.0423 0.0662
N 0.0389 0.0082 -0.7326
H -1.0436 -1.9998 -0.2071
H 3.9425 0.8014 0.3873
H 2.3998 0.4487 -0.0681
H -2.5678 -1.2704 -0.9481
H -2.5979 -1.6401 0.7932
H -0.9134 0.2925 1.1508
H -1.8509 0.9412 -0.1959
H 2.7407 1.7808 1.0301
H -0.0356 0.7574 -1.4792
```

Values from the calculation:
HOMO energy, eV: -13.09
Energy above the lowest of the compared OMol25 structures with the same formula, charge and spin, eV: 6.351
Net charge: +1
Frontier orbital gap, Eh: 0.111
E_LUMO, eV: -10.08
F_max, Eh/bohr: 0.0737

(3)
A cluster of 12 separate species, C22H56BN2O19 in total in a non-equilibrium geometry, computed with ωB97M-V with the def2-TZVPD basis set.

The geometry in XYZ format:
```
100
Properties=species:S:1:pos:R:3
O -0.4284 3.0793 4.0445
C 0.1874 2.9383 3.0233
O 1.4207 2.5109 2.8602
B 1.6333 2.3659 1.3952
O 0.4276 2.8541 0.7285
C -0.4514 3.2141 1.6419
O -1.4758 3.8073 1.4531
O 1.9573 0.9193 1.1559
C 3.2474 0.8150 0.9908
O 3.9093 -0.1659 0.7803
C 3.8253 2.2440 0.8724
O 2.8355 3.1176 0.9754
O 4.9833 2.5147 0.7119
C 0.4185 -1.3009 -1.9465
C 0.4970 -2.5128 -2.8759
C 1.6180 -2.3580 -3.9096
C 3.0317 -2.4436 -3.3667
C 3.1497 -3.7914 -2.6689
C 2.0845 -4.1307 -1.6188
N 0.7705 -3.7542 -2.1531
O -0.2530 -4.0021 -1.1967
C 2.0377 -5.6158 -1.3036
C 2.4136 -3.3229 -0.3404
C -0.8209 -2.6568 -3.6382
H 1.4235 -0.9455 -1.7138
H -0.0628 -1.5903 -1.0134
H -0.1680 -0.4838 -2.3665
H 1.4516 -3.0670 -4.7259
H 1.4648 -1.3656 -4.3546
H 3.2261 -1.6163 -2.6850
H 3.6304 -2.3859 -4.2757
H 4.1266 -3.9187 -2.1887
H 3.1905 -4.5703 -3.4425
H 1.5622 -5.8429 -0.3532
H 1.5491 -6.1847 -2.1015
H 3.0339 -6.0730 -1.3220
H 2.9697 -3.9529 0.3615
H 3.0294 -2.4470 -0.5381
H 1.5220 -3.0344 0.2164
H -0.8185 -2.0016 -4.5111
H -1.6894 -2.4041 -3.0288
H -1.0248 -3.6794 -3.9694
H -0.8336 -4.6250 -1.6449
C -6.1819 -2.4861 -0.6460
C -5.1502 -1.4490 -1.1452
C -6.0028 -0.4372 -1.9069
C -5.2720 0.9129 -2.1111
C -4.7769 1.3898 -0.7613
C -3.8222 0.4361 -0.0390
N -4.4446 -0.8791 -0.0290
O -3.7874 -1.8077 0.8191
C -2.4478 0.3760 -0.7337
C -3.5778 1.0033 1.3580
C -4.2512 -2.1513 -2.1709
H -6.8430 -2.0313 0.0931
H -5.7137 -3.2891 -0.0625
H -6.7143 -2.9639 -1.4661
H -6.3932 -0.8483 -2.8413
H -6.9401 -0.1290 -1.4311
H -6.0718 1.5845 -2.4384
H -4.5002 0.9301 -2.8822
H -5.6323 1.5224 -0.0925
H -4.2608 2.3467 -0.8580
H -2.3680 0.1594 -1.8031
H -1.9954 1.3812 -0.6929
H -1.6602 -0.1953 -0.2405
H -2.6006 0.7485 1.7738
H -3.7129 2.0813 1.3788
H -4.2389 0.5149 2.0805
H -3.6417 -1.4376 -2.7166
H -4.8855 -2.8214 -2.7546
H -3.5951 -2.9029 -1.7060
H -3.4022 -2.4213 0.1740
O 4.2482 5.7166 2.4859
H 5.2113 5.7650 2.4901
H 4.0396 5.4179 1.5952
O -3.5698 5.1915 2.6040
H -2.9295 4.4882 2.4005
H -3.2067 5.9646 2.1652
O 6.4649 1.0992 -1.3292
H 6.3769 1.0510 -0.3674
H 7.3888 0.8992 -1.5057
O 6.2952 4.0636 -1.6092
H 5.8020 3.2685 -1.3677
H 7.0918 3.7228 -2.0229
O 2.2911 -1.7601 3.3125
H 1.5982 -1.6470 2.6545
H 3.1076 -1.7303 2.8016
O 6.9217 4.6161 1.4216
H 6.5625 4.2508 0.6007
H 6.8687 3.8902 2.0498
O 0.7848 0.3833 5.4013
H 0.3601 -0.1099 4.6943
H 0.8417 1.2832 5.0593
O 0.9829 4.7588 6.2569
H 0.1573 4.2564 6.2819
H 0.7274 5.6429 5.9817
O -1.3931 3.0964 6.7967
H -1.3234 2.2245 7.1968
H -1.4169 2.9227 5.8452
```

Values from the calculation:
HOMO energy, eV: -6.26
Energy above the lowest of the compared OMol25 structures with the same formula, charge and spin, eV: 0.000
Net charge: -1
Frontier orbital gap, Eh: 0.304
E_LUMO, eV: 2.02
F_max, Eh/bohr: 0.0440

(4)
A cluster of 3 separate species, C12H29N2O6P in total in a non-equilibrium geometry, computed with ωB97M-V with the def2-TZVPD basis set.

The geometry in XYZ format:
```
50
Properties=species:S:1:pos:R:3
C -14.6068 19.3203 12.8913
C -15.3326 18.1880 13.5459
O -16.0746 18.5893 14.7069
P -17.6924 18.6836 14.6224
O -18.2463 18.6035 13.2616
O -18.0390 20.0082 15.4300
C -17.8474 21.2351 14.7087
C -19.1306 21.7012 14.0368
O -18.1389 17.5019 15.5994
C -19.5436 17.3473 15.8724
C -20.0447 16.0694 15.2009
H -15.2613 20.1306 12.5704
H -14.0745 19.8683 13.6903
H -13.7443 19.0795 12.2748
H -16.0351 17.7272 12.8420
H -14.7467 17.3159 13.8420
H -17.4410 21.9938 15.3766
H -17.0748 21.2003 13.9322
H -19.0838 22.7906 13.9667
H -19.3787 21.2154 13.1000
H -19.9491 21.5559 14.7475
H -19.6771 17.4073 16.9562
H -20.1169 18.2291 15.5660
H -20.9815 15.8224 15.7032
H -20.1023 16.2873 14.1351
H -19.3990 15.1972 15.2932
C -20.9326 18.5930 22.8344
N -20.7936 18.7088 21.3796
C -20.0952 19.8705 20.8563
C -21.1426 17.7842 20.4660
O -20.9284 17.8914 19.2719
H -21.5794 17.7775 23.1529
H -21.3171 19.5112 23.2670
H -19.9142 18.3251 23.1262
H -20.5052 20.3612 19.9842
H -20.0455 20.6628 21.6122
H -19.0237 19.6714 20.7627
H -21.6792 16.9215 20.8911
C -22.8612 20.7525 18.5793
N -23.2387 21.4261 17.3541
C -24.1932 22.4984 17.5034
C -22.6097 21.0251 16.2200
O -22.6989 21.6102 15.1601
H -23.6725 20.2458 19.1075
H -22.3357 21.4493 19.2419
H -22.1117 19.9616 18.4954
H -24.3159 23.2354 16.7130
H -25.1589 22.0291 17.6990
H -23.8967 23.1348 18.3420
H -21.9570 20.1617 16.4009
```

Values from the calculation:
HOMO energy, eV: -9.25
Energy above the lowest of the compared OMol25 structures with the same formula, charge and spin, eV: 0.000
SMILES string: CCOP(=O)(OCC)OCC.CN(C)C=O.CN(C)C=O
Frontier orbital gap, Eh: 0.357
E_LUMO, eV: 0.47
F_max, Eh/bohr: 0.0542

What did the second record say?
A cluster of 2 separate species, C2H9N2 in total in a non-equilibrium geometry, computed with ωB97M-V with the def2-TZVPD basis set.

The geometry in XYZ format:
```
13
Properties=species:S:1:pos:R:3
N 3.0231 1.1865 0.2526
C -1.9475 -1.3487 -0.0492
C -1.1885 0.0423 0.0662
N 0.0389 0.0082 -0.7326
H -1.0436 -1.9998 -0.2071
H 3.9425 0.8014 0.3873
H 2.3998 0.4487 -0.0681
H -2.5678 -1.2704 -0.9481
H -2.5979 -1.6401 0.7932
H -0.9134 0.2925 1.1508
H -1.8509 0.9412 -0.1959
H 2.7407 1.7808 1.0301
H -0.0356 0.7574 -1.4792
```

Values from the calculation:
HOMO energy, eV: -13.09
Energy above the lowest of the compared OMol25 structures with the same formula, charge and spin, eV: 6.351
Net charge: +1
Frontier orbital gap, Eh: 0.111
E_LUMO, eV: -10.08
F_max, Eh/bohr: 0.0737

> Which value of F_max does entry 2 give?

0.0737 Eh/bohr

> Number 2 is which compound?

C2H9N2